{
  "formula": "C28H33N4OPtS3",
  "method": "the ωB97M-V functional and the def2-TZVPD basis",
  "charge": 1,
  "spin_multiplicity": 1,
  "orbital_gap_ev": [5.5, 5.5],
  "e_lumo_ev": [-4.8, -4.8],
  "e_above_lowest_kcal_mol": 82.24,
  "homo_ev": [-10.31, -10.31],
  "energy_ev": -73325.13825,
  "elements": ["Pt", "C", "N", "C", "C", "N", "C", "C", "C", "C", "C", "C", "C", "S", "C", "C", "C", "C", "C", "C", "S", "H", "H", "H", "H", "H", "H", "H", "H", "H", "H", "H", "H", "H", "H", "H", "H", "H", "H", "C", "C", "N", "C", "C", "C", "S", "N", "C", "O", "C", "C", "C", "C", "C", "C", "H", "H", "H", "H", "H", "H", "H", "H", "H", "H", "H", "H", "H", "H", "H"],
  "xyz": [[-0.29239, -0.84687, -0.78444], [2.62784, -0.25694, -1.79117], [1.83168, -1.48745, -1.61612], [1.51260, -2.13572, -2.90679], [0.79422, -1.18760, -3.84874], [-0.41340, -0.63444, -3.22874], [-1.58151, -1.51553, -3.48841], [-0.70380, 0.72393, -3.62219], [-0.30650, 1.24607, -4.84439], [-0.62016, 2.55387, -5.19458], [-1.34553, 3.35776, -4.33130], [-1.73875, 2.85547, -3.10370], [-1.42795, 1.54457, -2.74190], [-1.98782, 0.97347, -1.18974], [2.49159, -2.46208, -0.76496], [3.85853, -2.68741, -0.84515], [4.45820, -3.64037, -0.03742], [3.68888, -4.37394, 0.85444], [2.32388, -4.16235, 0.92742], [1.71509, -3.21005, 0.10979], [-0.01577, -2.99559, 0.20466], [3.38282, -0.37317, -2.57444], [3.12480, -0.02407, -0.85349], [1.98029, 0.57789, -2.05183], [0.91030, -3.02162, -2.70102], [2.43896, -2.46438, -3.39045], [0.55310, -1.71646, -4.77586], [1.46897, -0.37087, -4.09405], [-1.78920, -1.56700, -4.56344], [-2.46142, -1.12829, -2.98364], [-1.37770, -2.51775, -3.11444], [0.23438, 0.63573, -5.55456], [-0.29475, 2.93924, -6.15149], [-1.59703, 4.37262, -4.60715], [-2.28633, 3.47224, -2.40290], [4.46594, -2.12228, -1.54154], [5.52499, -3.80203, -0.10856], [4.15602, -5.10807, 1.49695], [1.70766, -4.71856, 1.62262], [0.89907, 1.14538, 4.81769], [0.39289, 2.29556, 3.95586], [0.73309, 2.11409, 2.54230], [2.04454, 2.60294, 2.12254], [2.00997, 4.01162, 1.53472], [-0.11546, 1.47851, 1.72997], [0.34419, 1.47958, 0.02915], [-1.23004, 1.01408, 2.22193], [-1.97342, -0.01279, 1.82778], [-1.67216, -0.87616, 0.96323], [-3.26032, -0.20965, 2.54602], [-3.51623, 0.42756, 3.75697], [-4.68558, 0.15573, 4.44657], [-5.60400, -0.74922, 3.93322], [-5.35784, -1.37794, 2.71987], [-4.18764, -1.11468, 2.03023], [0.67969, 1.33790, 5.86735], [1.97852, 1.02576, 4.71336], [0.41536, 0.21268, 4.52709], [0.83483, 3.24008, 4.27548], [-0.68768, 2.37359, 4.03160], [2.47200, 1.90421, 1.40061], [2.68474, 2.59063, 3.00362], [1.41997, 4.03911, 0.61936], [3.02450, 4.33209, 1.29767], [1.58400, 4.72182, 2.24371], [-2.79123, 1.12262, 4.15549], [-4.87949, 0.64556, 5.39168], [-6.51320, -0.96473, 4.47897], [-6.07601, -2.07978, 2.31725], [-3.97779, -1.60810, 1.09145]],
  "mulliken_charge": [1.65, -1.47, 0.92, -1.01, -1.25, 0.93, -1.24, -0.79, -0.20, -0.83, -0.70, -0.83, 0.96, -0.15, -0.52, -0.11, -0.90, -0.60, -0.76, 0.67, -0.26, 0.39, 0.43, 0.30, 0.47, 0.41, 0.40, 0.70, 0.34, 0.32, 0.39, 0.50, 0.42, 0.41, 0.49, 0.40, 0.40, 0.40, 0.46, -1.08, -0.67, 0.17, -0.90, -1.03, 0.65, -0.39, -0.14, -0.02, -0.48, 0.63, -0.06, -0.75, -0.38, -0.79, -0.53, 0.39, 0.35, 0.26, 0.42, 0.35, 0.39, 0.44, 0.29, 0.39, 0.33, 0.36, 0.42, 0.40, 0.41, 0.44]
}



{
  "formula": "C28H33N5O6S",
  "method": "the ωB97M-V functional and the def2-TZVPD basis",
  "spin_multiplicity": 1,
  "orbital_gap_ev": 8.1,
  "e_lumo_ev": 0.2,
  "e_above_lowest_kcal_mol": 3.67,
  "homo_ev": -7.89,
  "energy_ev": -60143.85797,
  "elements": ["C", "H", "O", "C", "C", "C", "C", "C", "C", "N", "C", "O", "C", "C", "N", "H", "H", "C", "N", "S", "C", "O", "N", "H", "H", "C", "C", "C", "C", "C", "C", "C", "O", "C", "H", "H", "H", "O", "C", "H", "H", "H", "H", "H", "H", "C", "O", "N", "H", "C", "C", "C", "C", "C", "C", "H", "H", "H", "H", "H", "H", "H", "H", "H", "H", "H", "H", "H", "H", "H", "H", "H", "H"],
  "xyz": [[1.49142, 2.40987, 3.25646], [0.51774, 2.88737, 3.39467], [1.51044, 1.64252, 2.07653], [1.21822, 2.24984, 0.90621], [1.09922, 3.62002, 0.70934], [0.83717, 4.12158, -0.55433], [0.68576, 3.27572, -1.63663], [0.77833, 1.90657, -1.45015], [1.04429, 1.39007, -0.19466], [1.06988, -0.00952, 0.03196], [2.21108, -0.71774, 0.25604], [2.16332, -1.86985, 0.68407], [3.48635, -0.11022, -0.07587], [4.70985, -0.77179, 0.08028], [4.88002, -2.01648, 0.53072], [4.05380, -2.53240, 0.79654], [5.82390, -2.36656, 0.60154], [5.77707, 0.09064, -0.32662], [5.40646, 1.28158, -0.75033], [3.80070, 1.47865, -0.69768], [7.19735, -0.30388, -0.28341], [7.56568, -1.40175, 0.10456], [8.04392, 0.65481, -0.70916], [7.67142, 1.53661, -1.01634], [9.03418, 0.48130, -0.71836], [-0.16620, -0.64174, 0.49675], [-0.47937, -1.86020, -0.32978], [-0.22148, -1.89740, -1.69737], [-0.50322, -3.03314, -2.42680], [-1.05215, -4.14546, -1.81117], [-1.31807, -4.13215, -0.44859], [-1.02823, -2.97462, 0.29944], [-1.30462, -2.89954, 1.64219], [-0.52717, -3.75830, 2.46092], [0.53963, -3.57452, 2.29951], [-0.75244, -4.80921, 2.26641], [-0.79516, -3.50918, 3.48598], [-1.85890, -5.17700, 0.24008], [-2.17412, -6.35528, -0.45902], [-1.28364, -6.80918, -0.90602], [-2.58911, -7.03433, 0.28441], [-2.92157, -6.17371, -1.23794], [-1.26445, -5.02126, -2.40298], [-0.29309, -3.06339, -3.48543], [0.23808, -1.04620, -2.17726], [-1.30002, 0.40345, 0.51732], [-1.46573, 1.12825, 1.47543], [-2.03496, 0.44247, -0.60612], [-1.84431, -0.25605, -1.30795], [-3.19621, 1.30029, -0.80105], [-4.29994, 0.96995, 0.20694], [-5.52056, 1.85122, -0.03671], [-5.14102, 3.32533, 0.06185], [-4.03826, 3.65709, -0.93846], [-2.81544, 2.77854, -0.69571], [-2.03100, 3.00648, -1.42015], [-2.41547, 2.96332, 0.30105], [-4.40860, 3.49523, -1.95419], [-3.75612, 4.70774, -0.84921], [-6.01678, 3.94959, -0.12732], [-4.78564, 3.53792, 1.07172], [-6.29472, 1.61509, 0.69552], [-5.92656, 1.64612, -1.03083], [-4.56782, -0.08568, 0.12216], [-3.91136, 1.14196, 1.21079], [-3.56277, 1.09853, -1.81442], [-0.02453, -0.95734, 1.53930], [0.64559, 1.23162, -2.28208], [0.48676, 3.67521, -2.61897], [0.74870, 5.18911, -0.68834], [1.20460, 4.30224, 1.53743], [1.66706, 1.70443, 4.06667], [2.28281, 3.16670, 3.25665]],
  "mulliken_charge": [-1.07, 0.40, -0.24, 1.64, -0.51, -1.02, -1.23, 0.27, -1.30, 1.27, 1.04, -0.81, 0.00, -0.35, -0.29, 0.26, 0.18, 0.18, -0.68, 0.09, 0.33, -0.72, -0.34, 0.25, 0.24, 1.37, -0.28, -0.20, -1.48, -0.58, 0.76, 0.55, -0.52, -0.80, 0.24, 0.27, 0.28, -0.40, -0.99, 0.38, 0.25, 0.36, 0.44, 0.44, 0.14, -1.01, -0.69, 0.45, 0.34, -0.39, -0.70, -0.85, -0.62, -0.95, -0.08, -0.04, 0.29, 0.41, 0.34, 0.35, 0.34, 0.37, 0.36, 0.36, 0.33, 0.50, 0.64, 0.36, 0.51, 0.45, 0.46, 0.27, 0.34]
}